15
Properties=species:S:1:pos:R:3:forces:R:3:mulliken_charge:R:1 method="wB97M-V/def2-TZVPD" lumo_ev="-0.598 / -0.429" de_lowest_kcal_mol=127.2 energy_ha=-304.63276
C -0.822 1.040 -0.477 0.5 0.9 -0.7 -0.71
C -1.290 -0.170 0.151 0.6 -1.3 0.4 0.35
C 0.115 -0.732 0.555 -0.4 1.8 -0.3 0.32
C 0.977 0.098 -0.440 -1.0 -0.4 0.1 -0.14
C 2.082 0.787 -0.037 0.4 0.3 0.1 -0.83
N -2.361 -0.833 0.246 0.1 0.3 0.0 -0.65
N 0.322 -2.070 0.420 0.1 -1.4 0.2 -0.67
H -3.161 -0.318 -0.125 0.1 0.0 0.0 0.27
H -0.531 -2.555 0.716 0.0 0.0 0.0 0.30
H -1.053 1.255 -1.513 -0.2 0.1 0.1 0.33
H -0.575 1.891 0.143 -0.2 0.0 0.0 0.31
H 0.284 -0.275 1.554 0.1 -0.4 0.0 0.25
H 0.946 -0.276 -1.461 0.0 0.0 0.1 0.32
H 2.795 1.188 -0.746 0.0 0.0 0.0 0.29
H 2.273 0.971 1.014 0.0 0.0 0.0 0.26

121
Properties=species:S:1:pos:R:3:forces:R:3:mulliken_charge:R:1 method="wB97M-V/def2-TZVPD" lumo_ev=-3.597 total_charge=+1 energy_ha=-2733.62089
C 13.060 -1.917 -0.177 -0.1 0.1 0.3 -0.90
C 12.890 -1.996 1.476 -0.4 0.5 -0.7 -0.37
C 12.507 -0.467 2.027 -0.8 -0.8 -0.4 -0.46
C 10.850 -0.403 2.008 0.4 0.4 -0.6 -0.56
C 10.244 1.032 2.566 -0.3 -0.9 0.6 -0.49
C 9.228 1.742 1.494 0.2 0.4 -0.7 -0.65
C 8.063 2.689 2.174 0.4 0.0 0.8 -0.60
C 6.530 2.069 2.003 0.9 -0.7 -0.2 -0.64
C 5.686 2.724 0.758 0.5 0.1 -0.2 -0.58
C 4.407 3.651 1.196 0.4 0.0 -0.1 -0.70
C 3.129 2.820 1.806 -0.5 1.0 0.5 -0.51
C 1.987 2.419 0.665 0.9 -0.6 0.4 -0.54
C 0.519 3.143 0.942 1.0 0.9 -0.6 -0.68
C -0.669 2.640 -0.070 0.5 0.2 -0.3 -0.48
C -1.724 1.563 0.581 0.1 -0.7 -2.0 -0.96
C -3.218 2.195 0.822 2.3 0.9 3.6 0.08
C -3.349 2.123 2.488 -2.4 1.7 -1.5 -1.01
N -4.368 1.008 2.561 -2.1 -3.6 -1.0 0.42
C -4.274 0.026 3.705 0.9 0.0 1.6 -1.06
C -3.960 -1.524 3.274 -0.1 -0.6 1.4 -0.19
C -5.164 -2.451 3.926 -0.3 -0.7 -0.2 -0.71
C -5.530 -3.793 3.059 -0.1 -0.8 0.9 -0.61
C -4.241 -4.613 2.465 -0.7 -1.3 -0.5 0.08
C -4.521 -4.836 0.849 -0.4 0.5 0.3 -0.92
C -5.138 0.601 1.325 5.5 3.6 1.2 0.02
N -6.163 -0.306 1.217 1.8 1.4 1.1 -0.09
Cl -6.899 -0.686 -0.298 0.7 0.2 1.2 0.04
N -4.438 1.446 0.243 -2.6 -1.5 2.4 0.07
P -5.601 2.636 -0.398 -0.4 2.4 -1.1 0.08
C -6.126 2.271 -2.197 -1.5 -0.8 -1.1 -0.39
C -7.161 2.767 0.709 -1.4 -0.3 0.5 -0.87
H 13.479 -2.924 -0.643 -0.9 2.2 1.0 0.29
H 11.993 -1.697 -0.630 2.2 -0.5 0.8 0.21
H 13.766 -1.015 -0.475 -1.4 -2.0 0.6 0.25
H 11.940 -2.693 1.666 2.3 1.4 -0.2 0.23
H 13.847 -2.437 2.009 -2.0 0.9 -1.2 0.30
H 12.913 -0.263 3.108 -0.8 -0.4 -2.1 0.31
H 12.938 0.342 1.265 -0.9 -1.7 1.8 0.23
H 10.406 -1.344 2.574 0.9 2.1 -1.0 0.24
H 10.540 -0.517 0.871 0.5 0.2 2.3 0.14
H 9.637 0.826 3.572 1.3 0.4 -2.1 0.29
H 11.169 1.697 2.878 -2.1 -1.0 -0.8 0.29
H 9.907 2.376 0.750 -1.5 -1.3 1.5 0.24
H 8.665 0.950 0.813 1.4 1.4 1.5 0.35
H 8.309 2.725 3.338 -0.6 0.1 -2.5 0.35
H 8.157 3.795 1.753 -0.4 -2.3 0.9 0.34
H 5.991 2.106 3.042 0.8 0.1 -2.1 0.32
H 6.689 0.915 1.755 -0.4 2.4 0.6 0.28
H 6.463 3.384 0.141 -1.8 -1.3 1.3 0.36
H 5.373 1.848 0.045 0.3 1.7 1.3 0.26
H 4.062 4.275 0.256 0.6 -1.2 1.9 0.31
H 4.790 4.431 1.991 -0.8 -1.6 -1.5 0.31
H 2.587 3.551 2.576 1.2 -1.6 -1.5 0.29
H 3.492 1.892 2.437 -0.7 1.8 -1.4 0.29
H 1.919 1.234 0.702 -0.2 2.5 -0.3 0.22
H 2.458 2.729 -0.386 -1.4 -0.7 2.1 0.30
H 0.262 3.077 2.083 0.3 -0.1 -2.1 0.31
H 0.680 4.303 0.714 -0.3 -2.5 0.6 0.25
H -0.146 2.110 -0.981 -1.0 1.1 1.7 0.30
H -1.196 3.610 -0.504 0.8 -2.2 0.9 0.33
H -1.213 1.111 1.532 -1.3 0.9 -1.6 0.39
H -1.840 0.662 -0.190 0.2 1.9 1.6 0.35
H -3.196 3.364 0.657 -0.5 -2.7 -0.6 0.52
H -2.363 2.070 3.116 -2.0 -0.8 -1.5 0.43
H -3.905 3.084 2.917 1.1 -1.9 -0.9 0.30
H -3.356 0.377 4.380 -2.1 -0.6 -1.6 0.31
H -5.219 0.099 4.431 1.9 -0.2 -1.8 0.32
H -2.960 -1.883 3.818 -2.1 1.0 -1.3 0.42
H -3.781 -1.700 2.131 -0.6 0.5 2.1 0.30
H -4.884 -2.793 5.034 -0.5 0.9 -2.5 0.31
H -6.164 -1.829 4.036 1.9 -1.1 -0.2 0.30
H -6.078 -4.538 3.814 1.0 1.7 -1.7 0.30
H -6.305 -3.589 2.184 1.7 -0.2 1.8 0.22
H -4.242 -5.707 2.938 0.1 2.4 -0.9 0.03
H -3.196 -4.147 2.711 -2.1 -0.6 -0.6 0.16
H -4.893 -3.790 0.411 1.1 -2.2 0.7 0.15
H -3.585 -5.247 0.262 -2.0 0.9 1.2 0.28
H -5.448 -5.567 0.719 2.1 1.4 0.3 0.29
H -6.481 -0.792 2.102 0.3 0.6 -1.6 0.27
H -7.061 2.977 -2.425 2.0 -1.4 0.7 0.33
H -5.325 2.528 -3.015 -1.3 -0.4 2.0 -0.07
H -6.494 1.178 -2.402 0.7 2.0 0.3 0.19
H -7.874 3.587 0.221 1.8 -1.7 0.9 0.39
H -7.796 1.786 0.775 1.0 1.8 0.0 0.25
H -6.909 3.146 1.813 -0.3 -0.9 -2.5 0.26
C -2.880 4.079 -4.577 0.0 0.7 -0.8 0.29
O -1.832 4.497 -4.102 -0.7 -0.2 -0.4 -0.65
N -3.520 4.598 -5.683 0.5 -0.7 1.2 0.17
C -4.761 4.045 -6.185 0.1 0.1 0.2 -0.69
C -2.933 5.732 -6.366 0.3 0.1 0.2 -1.01
H -3.412 3.220 -4.135 -0.1 0.0 -0.1 0.10
H -4.608 3.711 -7.215 -0.2 -0.1 0.1 0.33
H -5.529 4.823 -6.161 -0.1 -0.1 -0.1 0.39
H -5.089 3.197 -5.578 0.2 0.2 -0.2 0.09
H -1.931 5.460 -6.712 -0.1 0.2 0.0 0.31
H -2.848 6.566 -5.663 0.1 0.0 -0.2 0.29
H -3.548 6.030 -7.219 0.1 -0.2 0.2 0.39
C -5.526 0.078 -6.339 1.0 -0.3 -0.2 0.00
O -5.687 1.159 -5.788 0.3 -0.7 -0.1 -0.53
N -4.309 -0.479 -6.669 -1.6 0.5 0.4 0.14
C -4.202 -1.767 -7.322 0.1 0.1 0.0 -0.93
C -3.096 0.246 -6.352 -0.1 0.3 0.1 -0.79
H -6.382 -0.556 -6.625 0.1 0.0 0.0 0.28
H -3.624 -2.441 -6.684 -0.1 -0.1 -0.2 0.34
H -3.688 -1.636 -8.279 -0.1 -0.2 0.0 0.34
H -5.190 -2.201 -7.502 0.1 0.1 0.1 0.29
H -3.054 0.415 -5.272 0.2 0.1 -0.1 0.24
H -3.118 1.216 -6.859 0.2 0.0 0.1 0.22
H -2.215 -0.316 -6.671 -0.2 0.1 0.0 0.37
C -0.820 -8.332 1.020 0.2 0.6 0.1 0.12
O -0.229 -7.790 0.095 -0.5 -0.2 1.0 -0.57
N -1.147 -7.736 2.219 0.2 -0.7 -1.0 0.14
C -1.849 -8.448 3.267 0.1 0.2 -0.1 -0.83
C -0.778 -6.354 2.441 0.2 0.0 -0.3 -0.93
H -1.148 -9.384 0.957 0.0 0.1 0.1 0.28
H -2.790 -7.931 3.477 0.0 -0.2 0.2 0.24
H -1.226 -8.459 4.166 -0.2 -0.1 0.1 0.33
H -2.065 -9.478 2.968 0.1 0.2 0.0 0.30
H -1.246 -5.732 1.671 0.1 0.1 0.1 0.17
H 0.309 -6.258 2.356 -0.1 0.2 0.0 0.38
H -1.101 -6.021 3.430 0.0 -0.2 -0.2 0.37

13
Properties=species:S:1:pos:R:3:forces:R:3:mulliken_charge:R:1 method="wB97M-V/def2-TZVPD" lumo_ev=-9.887 total_charge=+2 de_lowest_kcal_mol=7.5 smiles="[NH2+]=C1CC(=[NH2+])N1" energy_ha=-282.07546
C -1.068 -0.038 0.092 2.0 1.0 -1.9 0.33
C 0.972 -0.179 -0.111 -0.7 1.5 1.6 0.36
C 0.103 1.062 -0.054 -1.0 1.2 2.1 -0.40
N -0.125 -1.019 -0.052 2.0 -1.2 0.1 -0.05
N -2.326 -0.223 -0.001 1.7 2.4 0.8 -0.20
N 2.251 -0.213 0.057 -3.3 -0.6 -0.8 -0.18
H 0.136 1.742 -0.894 -0.5 -0.4 -0.9 0.37
H 0.246 1.865 0.791 -0.2 -2.1 -0.9 0.38
H -0.123 -2.049 0.000 -0.4 0.5 -0.1 0.29
H -2.943 0.576 0.087 -0.6 -0.3 -0.1 0.30
H -2.565 -1.160 -0.110 -1.7 -1.9 -0.1 0.27
H 2.665 0.670 0.114 1.4 1.5 0.1 0.27
H 2.776 -1.034 0.081 1.4 -1.7 0.1 0.26

95
Properties=species:S:1:pos:R:3:forces:R:3:mulliken_charge:R:1 method="wB97M-V/def2-TZVPD" lumo_ev=-1.666 total_charge=+1 de_lowest_kcal_mol=0.0 energy_ha=-1637.00307
O -0.787 -0.220 0.052 1.3 -2.2 2.8 1.68
H -1.321 0.349 -0.533 -1.3 0.1 -0.5 -0.12
H -1.032 -1.256 0.087 0.3 2.1 -1.8 0.07
H -0.726 0.033 1.126 0.2 0.8 -0.6 0.19
C -0.701 -3.225 1.370 4.8 -1.6 -0.9 -0.87
C -1.797 -3.415 0.409 -0.2 1.6 2.2 -0.32
C -3.090 -2.829 0.959 -1.9 -1.1 -1.2 -0.76
O -3.070 -1.428 1.162 0.5 -0.4 -0.5 0.16
C -4.370 -0.876 1.112 -0.3 0.0 5.0 -1.02
N -1.336 -2.735 -0.743 -4.2 6.3 3.0 -0.44
H -0.292 -2.156 1.569 -1.1 -1.9 0.0 0.01
H 0.203 -3.772 0.704 -1.6 1.5 2.2 0.25
H -0.833 -3.878 2.228 0.2 0.5 0.5 0.45
H -1.848 -4.433 0.127 -0.9 -1.4 0.6 0.77
H -3.577 -3.393 1.881 1.1 1.0 -2.0 0.32
H -3.637 -2.927 -0.001 -1.2 -0.5 0.9 0.34
H -5.017 -1.475 1.838 0.6 0.4 -0.5 0.36
H -5.023 -0.898 0.275 0.4 0.3 -1.7 0.35
H -4.241 0.076 1.712 -0.5 -0.5 -1.5 0.20
H -2.057 -2.463 -1.366 -1.3 0.8 -0.6 -0.22
H -0.884 -3.305 -1.243 5.4 -5.4 -4.7 0.26
C -1.925 2.486 2.534 3.6 -4.9 -0.7 -2.65
C -0.457 1.887 2.822 -6.0 2.2 0.4 0.29
C -0.184 2.196 4.231 -0.8 0.4 3.4 -0.45
O -0.327 3.603 4.480 1.2 0.1 1.5 -0.37
C 0.267 4.029 5.803 -2.0 -2.1 -0.2 -0.69
N -0.425 0.514 2.583 0.6 -4.1 2.3 -0.45
H -2.361 2.296 1.615 -0.6 -0.7 -2.1 0.31
H -2.006 3.423 2.733 0.0 6.2 1.1 0.76
H -2.446 2.033 3.280 -2.2 -1.6 2.0 0.70
H 0.187 2.359 2.207 2.5 1.6 -2.0 0.11
H 0.769 1.738 4.359 1.7 0.5 0.8 0.61
H -0.785 1.623 5.094 0.4 0.8 -2.1 0.27
H 1.337 3.964 5.684 0.4 -0.6 0.5 0.28
H -0.242 3.355 6.647 1.5 1.3 -1.7 0.25
H 0.072 5.069 6.066 -0.6 -0.1 -0.7 0.28
H -1.170 0.032 3.279 2.3 1.2 -2.0 0.44
H 0.594 0.278 3.004 -2.8 -0.6 -1.0 0.09
C 2.316 -0.848 -1.924 -0.6 6.4 4.8 -1.85
C 3.452 -0.157 -2.636 -1.7 -1.1 0.3 0.81
C 2.985 0.551 -3.923 -4.5 -1.6 3.0 -1.07
O 2.381 -0.415 -4.780 -1.3 0.3 0.2 -0.37
C 1.562 0.118 -5.814 2.3 -2.6 4.2 -1.57
N 4.058 0.798 -1.686 -1.4 -0.4 -1.4 -0.70
H 1.660 -1.439 -2.303 -3.3 -4.2 -3.8 1.28
H 1.470 0.059 -1.662 2.2 -1.9 -0.3 -0.01
H 2.460 -1.285 -0.905 0.8 0.6 -0.8 0.11
H 4.063 -1.033 -2.923 0.7 0.7 -0.2 0.26
H 3.776 0.825 -4.384 5.7 2.4 -3.1 0.74
H 2.409 1.502 -3.718 -0.1 -1.2 0.0 0.19
H 2.056 0.547 -6.515 3.9 3.6 -4.2 0.60
H 0.769 0.652 -5.598 -3.7 3.4 2.3 0.53
H 1.132 -0.591 -6.346 -1.7 -4.5 -2.0 0.57
H 4.992 0.718 -1.964 2.1 0.7 0.3 0.30
H 3.964 0.396 -0.768 0.2 0.0 0.2 0.26
C 3.212 1.244 2.435 3.4 -5.0 4.0 -1.87
C 2.731 -0.235 2.256 -2.8 1.1 -0.6 1.87
C 3.795 -1.218 1.842 0.2 0.9 -3.5 -1.51
O 4.370 -0.913 0.490 -0.5 -0.8 0.8 -0.33
C 5.463 -1.831 0.218 -0.7 -1.1 -1.4 -0.86
N 2.163 -0.696 3.538 1.6 10.1 -0.2 -0.50
H 3.366 1.482 1.497 2.4 1.5 -4.8 0.46
H 4.148 1.295 3.238 -2.1 -0.1 -2.5 0.26
H 2.590 1.983 2.670 -3.4 2.4 1.9 0.58
H 1.778 -0.286 1.501 2.6 0.3 1.1 -0.69
H 3.255 -2.128 1.667 0.1 -1.1 0.5 0.47
H 4.654 -1.276 2.471 0.3 -0.2 1.1 0.63
H 6.028 -1.629 1.085 1.7 -0.7 0.8 0.42
H 6.098 -1.565 -0.733 -1.7 -0.2 1.8 0.25
H 5.143 -3.000 0.157 0.5 2.8 0.1 0.25
H 2.170 -1.563 3.607 -0.6 -10.4 0.4 0.07
H 2.953 -0.447 4.134 -0.6 0.3 0.9 0.31
C -1.299 0.319 -3.400 -4.6 -0.6 2.7 -1.50
C -2.760 0.846 -2.952 1.7 -3.2 -0.4 0.08
C -3.926 -0.084 -3.332 0.5 -1.2 0.3 -1.10
O -3.670 -1.335 -2.574 1.7 2.7 0.2 -0.17
C -4.727 -2.193 -2.633 1.1 -3.6 -2.2 -0.97
N -2.715 0.831 -1.517 -2.1 0.5 2.0 -0.51
H -0.617 0.978 -3.027 2.1 1.6 0.6 0.19
H -1.290 0.079 -4.362 0.5 0.0 -4.6 0.75
H -1.182 -0.668 -2.994 0.2 -0.3 1.0 0.19
H -3.002 1.804 -3.203 -0.2 2.6 -1.7 0.72
H -3.985 -0.214 -4.410 0.2 -0.6 -0.2 0.41
H -4.955 0.210 -3.033 0.6 0.6 0.1 0.56
H -4.526 -3.195 -2.051 -0.8 2.4 -0.1 0.21
H -4.521 -2.629 -3.652 -1.8 0.1 0.3 0.36
H -5.632 -1.609 -2.547 -0.8 -0.8 0.3 0.39
H -3.530 0.236 -1.396 0.9 -1.6 1.4 -0.18
H -3.313 1.596 -1.214 0.9 1.3 0.3 0.34
C -0.232 3.241 -0.853 -0.3 -1.4 -1.2 -0.65
O 0.825 2.528 -0.278 -1.6 -1.3 2.7 -0.33
H 0.117 4.209 -0.928 0.0 2.6 -0.1 0.48
H -1.159 3.211 -0.266 0.3 -0.4 -0.4 0.08
H -0.245 2.856 -1.902 -1.3 0.3 0.5 0.14
H 1.489 2.755 -0.861 3.0 0.1 -1.4 0.24

11
Properties=species:S:1:pos:R:3:forces:R:3:mulliken_charge:R:1 method="wB97M-V/def2-TZVPD" lumo_ev=0.217 de_lowest_kcal_mol=44.8 energy_ha=-467.89289
C 1.137 -0.475 -0.388 0.3 1.2 1.2 0.53
C -1.009 -0.232 -0.943 0.3 0.5 -0.9 0.39
H -2.546 0.318 1.230 3.2 2.1 -1.3 0.37
H 1.046 0.993 1.228 -1.6 -1.5 -1.8 0.30
H 2.900 -0.494 0.362 -0.7 -0.6 -0.3 0.24
N -0.767 0.599 0.133 -0.4 0.5 -0.1 0.33
N 0.468 0.232 0.705 1.3 0.0 0.3 -0.34
N 2.311 -0.880 -0.396 1.0 0.4 -0.1 -0.61
O -1.783 1.068 0.965 -1.9 -2.7 0.5 -0.44
O 0.304 -0.626 -1.469 -2.2 0.3 2.5 -0.29
O -2.061 -0.501 -1.428 0.6 -0.1 0.1 -0.48

22
Properties=species:S:1:pos:R:3:forces:R:3:mulliken_charge:R:1 method="wB97M-V/def2-TZVPD" lumo_ev=-2.945 total_charge=+1 de_lowest_kcal_mol=9.9 energy_ha=-345.93001
C -0.024 -0.325 -0.963 -0.8 0.3 0.5 -0.73
N -0.067 -1.681 -1.494 0.3 -0.1 -0.4 -0.61
C 0.622 -0.343 0.423 0.2 -0.3 0.1 -0.22
N 0.096 -1.587 1.118 -0.2 0.5 0.1 -0.23
C 1.233 0.930 2.539 0.4 0.1 0.7 -1.28
C 0.383 0.877 1.291 -0.4 0.2 -0.6 -0.41
H -1.057 0.053 -0.878 0.3 -0.2 0.0 0.52
H 0.488 0.419 -1.566 0.2 0.0 -0.2 0.32
H -0.799 -1.768 -2.194 0.1 -0.1 0.2 0.26
H 0.812 -1.931 -1.949 -0.3 0.1 0.0 0.21
H 1.694 -0.516 0.317 0.1 -0.1 0.0 0.32
H -0.841 -1.403 1.469 -0.2 0.0 0.1 0.37
H 0.010 -2.301 0.371 0.1 -0.1 -0.1 0.39
H 0.668 -1.857 1.912 0.2 -0.2 0.0 0.35
H 1.129 1.878 3.067 -0.1 0.0 -0.2 0.37
H 2.294 0.808 2.328 0.1 0.1 -0.3 0.36
H 1.017 0.178 3.301 -0.3 -0.2 -0.1 0.34
H -0.695 0.947 1.504 0.2 0.0 0.1 0.33
H 0.585 1.754 0.660 0.1 -0.2 0.1 0.33
H -2.465 1.888 -3.141 0.4 -0.1 0.2 0.31
H -1.913 2.785 -2.052 0.1 0.0 0.0 0.31
O -1.765 1.928 -2.467 -0.5 0.1 -0.2 -0.61

68
Properties=species:S:1:pos:R:3:forces:R:3:mulliken_charge:R:1 method="wB97M-V/def2-TZVPD" lumo_ev=1.147 total_charge=-1 de_lowest_kcal_mol=47.7 energy_ha=-13981.66908
Ga 0.898 -2.266 -3.441 -0.7 -0.1 -0.4 0.35
N -0.288 1.813 -5.907 0.3 0.1 -0.4 -0.33
C -0.054 1.001 -4.869 0.6 -0.2 0.2 0.41
S -1.471 0.280 -4.092 -0.2 -0.2 0.2 -0.39
N 1.176 0.805 -4.491 -0.2 0.1 -0.2 -1.36
N 1.424 -0.077 -3.484 -0.5 -0.2 -0.1 0.97
C 2.146 0.368 -2.540 0.4 0.0 0.7 -0.83
C 2.595 -0.538 -1.461 -0.3 0.5 -0.5 0.97
C 3.393 -0.111 -0.420 0.2 0.1 0.3 -0.94
C 3.781 -1.045 0.534 0.0 0.2 0.0 -0.24
C 3.368 -2.357 0.400 -0.1 -0.2 -0.1 -1.04
C 2.564 -2.696 -0.684 0.0 0.0 0.0 0.00
N 2.176 -1.789 -1.570 0.0 -0.2 0.0 0.16
H -1.207 1.725 -6.308 0.0 0.0 -0.1 0.31
H 0.479 1.818 -6.602 -0.3 0.0 0.1 0.13
H 2.439 1.414 -2.541 0.1 0.0 0.0 0.42
H 3.706 0.924 -0.366 0.0 0.0 0.0 0.44
H 4.410 -0.753 1.365 0.0 0.0 0.0 0.52
H 3.668 -3.116 1.109 0.0 0.0 0.0 0.44
H 2.224 -3.707 -0.881 0.0 0.0 0.0 0.41
Se -0.318 -3.088 -8.897 0.1 0.0 0.1 -0.65
Sb 1.154 -1.755 -7.561 0.1 0.2 -0.4 0.46
Se 1.868 -4.239 -3.827 0.0 0.0 0.2 -0.54
Se -1.049 -1.735 -4.956 0.1 0.0 0.2 -0.23
Se 1.320 0.456 -8.614 0.0 -0.1 0.2 -0.71
C -3.422 2.430 1.480 0.0 0.0 0.0 -2.03
C -2.461 1.441 0.802 0.0 0.0 -0.1 2.38
C -3.167 0.965 -0.486 0.0 0.0 0.0 -1.58
C -1.199 2.221 0.404 0.0 0.0 0.1 -1.42
C -2.140 0.218 1.745 -0.1 0.1 0.0 1.62
O -3.106 -0.818 1.560 0.0 0.1 0.1 -0.63
C -2.179 0.561 3.254 0.2 0.0 0.0 -2.14
C -1.141 1.507 3.886 0.0 -0.1 -0.1 -1.13
C 0.259 0.956 4.055 0.0 0.0 0.0 0.24
C 0.483 -0.200 4.799 0.0 0.0 0.0 -0.07
C 1.760 -0.704 4.985 0.0 0.0 0.0 -0.97
C 2.837 -0.035 4.427 0.1 0.0 0.0 0.42
Cl 4.449 -0.653 4.670 -0.1 0.0 -0.1 -0.22
C 2.651 1.118 3.688 -0.1 0.0 0.0 -0.89
C 1.361 1.604 3.508 0.0 0.0 0.0 -0.09
C -0.801 -0.477 1.452 -0.1 -0.2 -0.1 -2.13
N -0.782 -1.355 0.288 0.0 0.0 0.2 1.35
C -0.673 -1.053 -1.002 0.0 0.0 -0.1 -0.68
N -0.587 -2.154 -1.724 0.4 -0.1 0.4 0.24
C -0.633 -3.141 -0.782 -0.1 -0.1 -0.1 -0.52
N -0.756 -2.707 0.449 0.0 0.2 -0.2 -1.10
H -3.732 3.176 0.744 0.0 0.0 0.0 0.55
H -2.970 2.962 2.318 0.0 0.0 0.0 0.29
H -4.331 1.936 1.836 0.0 0.0 0.0 0.37
H -3.011 1.695 -1.283 0.0 0.0 0.0 0.44
H -4.244 0.872 -0.333 0.0 0.0 0.0 0.41
H -2.818 -0.001 -0.843 0.0 0.1 0.0 0.34
H -1.493 3.131 -0.124 0.0 0.0 0.0 0.62
H -0.551 1.659 -0.271 0.0 0.0 0.0 0.16
H -0.600 2.520 1.267 0.0 0.0 0.0 0.07
H -3.986 -0.450 1.689 0.0 0.0 0.0 0.55
H -2.135 -0.405 3.764 0.0 0.0 0.0 0.76
H -3.167 0.970 3.468 0.0 0.0 0.0 0.47
H -1.517 1.756 4.883 0.0 0.0 0.0 0.45
H -1.089 2.448 3.341 0.0 0.0 0.0 0.45
H -0.356 -0.723 5.245 0.0 0.0 0.0 0.40
H 1.923 -1.606 5.559 0.0 0.0 0.0 0.43
H 3.502 1.631 3.261 0.0 0.0 0.0 0.46
H 1.217 2.512 2.931 0.0 0.0 0.0 0.32
H -0.570 -1.135 2.286 0.0 0.0 0.0 0.51
H 0.009 0.240 1.357 0.0 0.0 0.1 0.68
H -0.670 -0.056 -1.410 0.1 0.0 0.0 0.37
H -0.571 -4.187 -1.040 0.1 0.0 0.0 0.51